{
  "formula": "C5H11N4O",
  "method": "ωB97M-V with the def2-TZVPD basis set",
  "species": ["C", "C", "C", "C", "C", "N", "N", "N", "N", "O", "H", "H", "H", "H", "H", "H", "H", "H", "H", "H", "H"],
  "xyz": [[-0.6755, 1.2530, 1.0474], [0.8440, 1.0236, -1.7749], [-0.5091, 0.6485, -1.0512], [-0.1121, -0.6482, 2.5763], [-0.3115, -2.0387, -0.0496], [-1.0063, 1.4788, -0.1530], [-0.0570, 0.0137, 1.2466], [0.6741, 1.9424, -2.8133], [0.2026, -0.6602, 0.0902], [1.8399, 0.4149, -1.5890], [-0.7835, 1.9862, 1.9639], [-1.0937, 0.0709, -1.6688], [0.2360, -1.6114, 2.3064], [0.4685, 0.0333, 3.1523], [-1.0535, -0.7429, 2.9199], [-0.4230, -2.5381, 0.9813], [-1.2747, -2.2355, -0.3890], [0.3761, -2.7023, -0.5243], [-0.1787, 2.5468, -2.9201], [1.5847, 2.3255, -3.1525], [1.2527, -0.5604, -0.1986]],
  "lowdin_charge": [-0.070, -0.455, -0.057, 0.041, 0.015, 0.111, -0.141, 0.170, -0.037, 0.109, 0.199, 0.125, 0.068, 0.101, 0.063, 0.113, 0.078, 0.101, 0.142, 0.143, 0.181],
  "charge": 1,
  "lumo_ev": -2.897,
  "homo_lumo_gap_ev": 10.82,
  "energy_ev": -13362.0300,
  "de_lowest_kcal_mol": 88.7
}